Here is a molecular structure, C27H56BBrF3I2N3O6P3S2Si2 from OMol25. Energies are from wB97M-V/def2-TZVPD.

Values from the calculation:
- spin multiplicity = 1
- charge = +1
- HOMO energy (eV) = -9.70

XYZ file:
```
106
Properties=species:S:1:pos:R:3:forces:R:3:lowdin_charge:R:1
I 0.1696 1.7735 -0.9580 -0.09 -0.11 1.34 0.970
I 1.6454 1.3468 -3.7812 0.39 -0.95 0.13 0.910
Br 2.9589 -3.4320 -0.6794 -0.34 0.49 -0.14 0.969
S -0.9354 1.6172 2.6572 0.04 -0.69 0.14 0.258
S -1.6924 -0.4932 0.3211 -1.13 -0.05 0.09 0.897
P 0.4306 0.3332 2.1802 -0.06 2.47 0.92 0.447
P -0.4318 -5.0124 2.8548 0.52 -0.60 0.67 0.780
P 1.8382 -3.2238 3.0779 1.02 2.08 -1.01 1.047
Si -1.6753 5.7464 -3.0059 -0.11 -0.43 -0.24 0.352
Si -1.2197 8.5194 -4.2788 0.00 0.42 -0.49 0.357
F -0.0443 -3.4135 -4.5448 1.10 -0.49 -0.75 0.179
F -1.7225 -4.3114 -3.5463 -0.19 -1.10 0.30 0.181
F -1.9355 -2.4370 -4.5128 -0.65 0.66 -0.64 0.164
O -2.1124 -4.0221 0.3910 1.30 -0.02 0.41 0.086
O -0.2788 -4.9706 4.3164 -0.38 0.36 0.79 -0.410
O 2.1282 -1.1266 0.7941 -0.88 -0.17 0.33 -0.270
O -1.3249 7.3456 -3.1156 0.07 -0.03 0.10 -0.268
O 0.0182 -6.9703 -0.5128 1.97 2.05 1.42 0.200
O -1.2429 -2.7157 5.4517 0.65 0.46 -0.47 -0.070
N 1.1907 -5.1105 0.4793 -0.01 -0.72 -0.39 -0.007
N 0.5631 -3.8703 0.6043 0.07 2.61 0.33 -0.195
N -0.1656 -1.0849 1.0503 0.14 0.16 -1.16 -0.402
C 1.0351 -0.2050 -1.1067 -0.84 0.84 -1.55 -0.597
C -1.1893 -1.7725 3.2489 -0.05 -0.19 -0.22 -0.162
C 0.1875 -3.3026 -1.6986 0.58 -0.05 -0.96 -0.150
C -0.7284 -2.4170 -2.5432 -0.55 -0.28 0.11 -0.074
C -1.0994 -3.1758 -3.7980 -0.30 1.01 0.64 -0.697
C 3.9646 -4.8177 4.1189 -0.30 0.65 -0.35 -0.128
C -1.9899 -2.6234 4.2397 -1.69 0.02 1.92 -0.391
C -3.3086 -1.9032 4.6764 0.16 -0.29 -0.37 -0.014
C 0.3291 -3.4541 1.9928 -0.45 -1.82 -0.12 -0.522
C -1.5612 5.1398 -1.2376 0.21 0.23 -0.09 -0.178
C 2.5200 -1.3612 -2.8125 0.59 0.45 -2.04 -0.231
C 1.6740 -0.2475 -2.3025 0.00 -0.33 0.43 -0.767
C 0.9835 -1.3194 0.0047 1.75 0.66 -0.26 -0.406
C -0.4661 4.7394 -4.0487 -0.12 0.23 0.22 -0.174
C -3.6045 -2.4523 1.5084 0.68 0.00 0.61 -0.046
C 3.2558 -0.3487 0.4646 2.38 0.73 0.85 -0.277
C 1.7690 -2.6337 4.7944 0.93 0.33 1.18 -0.387
C 3.2087 -4.4266 2.8354 0.20 -0.78 0.56 -0.397
C 2.7754 -1.4520 5.0045 -0.87 -0.14 0.29 -0.146
C 0.9965 -2.8362 -0.4635 0.13 -2.50 0.92 -0.389
C 0.5991 -6.0558 -0.0258 -2.19 -1.56 -1.60 -0.259
C 0.0656 8.0468 -5.5569 -0.08 -0.15 0.21 -0.162
C -0.6937 -2.3140 1.8686 -0.54 -1.23 1.54 -0.328
C 4.4784 -0.9291 1.2026 -0.34 -0.40 -0.42 -0.056
C -0.7367 10.1615 -3.5409 -0.01 -0.26 0.26 -0.164
C -3.4113 5.4174 -3.6199 0.15 0.10 0.03 -0.157
C -2.8691 8.7228 -5.1400 0.08 -0.19 0.19 -0.161
B -2.0990 -2.8971 1.2015 -1.29 -0.04 -1.07 -0.598
H -1.7480 -5.3153 2.4372 0.08 0.04 -0.11 0.030
H -1.6592 -3.3686 6.0156 0.05 -0.25 0.05 0.106
H -0.4551 -4.1381 -1.4506 -0.11 0.04 0.77 0.105
H -0.4200 -1.4363 -2.8917 0.45 -0.05 0.17 0.110
H -4.1316 6.0451 -3.0916 -0.04 -0.02 -0.02 0.040
H 4.1934 -1.4078 2.1335 -0.06 0.12 0.21 0.053
H 1.3813 1.1149 1.5136 0.14 -0.82 -0.32 -0.059
H 0.8389 -2.3192 5.2500 -0.48 -0.40 -0.67 0.051
H -3.4914 -2.0851 5.7275 0.17 -0.12 0.25 0.084
H 0.8945 -3.8004 -2.3572 0.21 0.28 -0.24 0.091
H -3.1318 7.8253 -5.7038 -0.06 0.03 -0.03 0.023
H -4.1758 -2.3121 4.1733 -0.18 0.27 -0.35 0.067
H -1.4711 10.4976 -2.8065 0.03 0.03 0.01 0.034
H -2.8317 9.5614 -5.8374 0.00 0.01 0.00 0.037
H 2.9212 -5.3531 2.3542 -0.34 -0.01 -0.25 0.058
H 3.4647 -1.4884 -2.3083 -0.09 -0.06 0.59 0.037
H 3.9386 -3.9457 2.1946 -0.08 0.14 -0.34 0.034
H 3.2060 0.6788 0.8347 -0.86 0.11 -0.02 0.106
H -1.5351 -0.5794 -1.0142 0.77 -0.18 0.27 -0.082
H -1.6862 -2.2990 -2.0402 -0.09 0.08 0.15 0.110
H 1.1265 -0.2196 3.2597 -0.08 -0.62 -0.45 -0.004
H 1.0260 7.8341 -5.0820 0.02 0.00 -0.05 0.035
H 4.9479 -1.6807 0.5780 0.12 -0.19 0.03 0.047
H -0.6374 3.6689 -3.9050 -0.03 0.00 -0.01 -0.015
H -1.8743 -0.9671 3.0226 0.22 0.45 -0.10 0.043
H -3.6848 4.3721 -3.4590 -0.02 0.00 -0.01 0.032
H 0.3428 -6.1381 2.5029 -0.25 0.37 -0.84 0.044
H -1.8026 4.0731 -1.2132 -0.07 -0.01 0.00 -0.018
H -2.3102 -3.6344 3.9766 0.40 -0.01 -0.64 0.112
H -4.0464 -3.2173 2.1486 -0.23 0.09 0.27 0.077
H 3.3380 -5.3581 4.8181 0.00 -0.13 0.13 0.077
H 2.1235 -3.4020 5.4777 -0.25 -0.46 -0.10 0.073
H -3.2419 -0.8245 4.5596 -0.10 0.11 -0.13 0.090
H 0.5662 4.9649 -3.7680 0.01 -0.02 -0.03 0.035
H 0.2104 8.8624 -6.2675 -0.01 0.01 0.00 0.037
H 4.8204 -5.4090 3.8181 0.10 -0.31 0.08 0.077
H 2.0410 -2.3117 -3.0072 -0.22 -0.08 0.51 0.046
H 2.8595 -1.0883 -3.8112 -0.11 0.07 -0.12 0.038
H -0.5517 5.2777 -0.8409 -0.02 0.01 0.06 0.031
H -2.7385 -4.6723 0.7208 -0.60 0.10 -0.51 0.107
H 3.5858 -0.2499 -0.5618 -0.84 -0.38 -0.46 0.105
H -0.6771 10.9140 -4.3291 -0.01 -0.02 -0.03 0.037
H -3.6632 8.9141 -4.4151 -0.04 0.02 -0.04 0.037
H 3.7192 -1.8097 5.3977 0.36 0.06 -0.35 0.063
H 2.3669 -0.7989 5.7748 0.00 0.08 0.15 0.073
H -2.2610 5.6599 -0.5820 0.02 -0.02 0.03 0.039
H -3.4948 5.6286 -4.6872 -0.05 -0.01 0.00 0.026
H 2.8893 -0.8383 4.1163 0.39 -0.07 -0.17 0.024
H -0.3921 -1.4116 3.8924 0.14 0.24 -0.25 0.082
H -3.7237 -1.4636 1.9377 -0.23 -0.07 0.34 0.051
H 4.3633 -3.9227 4.5888 0.01 0.03 0.29 0.058
H 5.2114 -0.1489 1.3786 0.01 0.16 0.10 0.087
H 0.2376 10.1059 -3.0515 -0.01 0.04 0.02 0.033
H -0.2433 7.1616 -6.1167 0.05 0.01 -0.04 0.022
H -0.5892 4.9632 -5.1095 0.03 -0.03 -0.01 0.027
H -4.1918 -2.4790 0.5957 0.15 -0.02 -0.33 0.081
```
Forces are in eV/Å.


Here is a gas-phase ion, C15H10BCl5NO3S (charge -1) from OMol25. Energies are from wB97M-V/def2-TZVPD.

Values from the calculation:
- energy above the lowest of the compared OMol25 structures with the same formula, charge and spin (eV) = 0.000
- spin multiplicity = 1
- charge = -1
- HOMO energy (eV) = -6.40

XYZ file:
```
36
Properties=species:S:1:pos:R:3:forces:R:3:lowdin_charge:R:1
Cl 3.4045 -0.7806 2.9159 0.09 0.17 -0.05 0.426
Cl -4.8827 0.8355 -0.2453 -0.61 0.03 -0.51 0.655
Cl 2.8600 1.9399 1.5120 -0.12 -0.15 0.08 0.501
Cl 1.7398 -0.7661 0.3403 0.39 0.63 0.13 0.389
Cl -0.5228 -2.8317 4.3024 -0.23 0.13 0.51 0.687
S -0.2893 -0.0510 5.6312 -0.41 -0.11 -0.75 0.718
O 0.9630 0.4183 2.7186 -0.10 0.44 -0.15 -0.178
O 0.6950 0.9958 5.7758 -0.35 -0.65 -0.17 -0.294
O -1.6829 0.2711 5.3968 0.55 -0.21 0.45 -0.313
N -0.1102 -3.7315 11.8757 -0.01 1.38 -2.49 0.140
C -1.2791 -1.7744 7.5653 0.05 -0.22 0.19 -0.063
C -2.0948 -1.3193 1.6806 -0.01 0.37 -0.19 -0.032
C 0.2040 -1.2200 4.2105 0.79 0.63 1.04 -0.635
C -1.4999 1.0110 1.8507 -0.29 -0.01 -0.28 0.006
C -0.1812 -1.0131 7.1799 -0.22 0.00 -0.06 -0.256
C 0.1000 -0.6682 2.7818 0.16 -0.57 0.01 -0.456
C -2.6138 1.3601 1.0839 0.03 -0.55 0.30 -0.090
C -1.2394 -0.3244 2.1500 0.05 0.26 0.09 -0.168
C -0.1436 -2.3989 9.6134 -0.09 0.09 -0.22 -0.226
C -1.2600 -2.4672 8.7724 -0.17 -0.17 0.00 -0.018
C 0.9376 -1.5938 9.2390 0.12 -0.06 0.13 -0.020
C 0.9168 -0.8988 8.0333 0.02 -0.11 -0.13 -0.032
C -0.1193 -3.1472 10.8580 0.00 -1.01 2.04 -0.166
C -3.4870 0.3653 0.6228 1.58 -0.36 0.88 -0.702
C -3.1977 -0.9833 0.8834 0.19 0.34 0.40 -0.094
B 2.1519 0.3100 1.9566 -0.03 -1.01 -0.42 -1.808
H 1.8024 -1.5145 9.8987 -0.24 -0.01 -0.21 0.123
H 1.7630 -0.2761 7.7694 -0.12 0.01 -0.13 0.120
H -1.8437 -2.3513 1.9349 -0.29 0.23 -0.40 0.089
H -2.1227 -3.0746 9.0531 0.31 0.19 -0.03 0.123
H -0.7945 1.7720 2.1866 -0.26 -0.22 -0.16 0.133
H -3.8027 -1.7699 0.4610 -0.24 0.00 0.02 0.095
H -2.1544 -1.8424 6.9325 0.07 0.10 -0.07 0.112
H 0.5003 -1.5359 2.2048 -0.21 0.57 0.25 0.085
H -2.7866 2.3990 0.8436 -0.15 0.02 -0.02 0.098
H 1.2839 -1.3182 4.3901 -0.25 -0.16 -0.08 0.053
```
Forces are in eV/Å.


Here is a molecular structure, C7H6 from OMol25. Energies are from wB97M-V/def2-TZVPD.

Values from the calculation:
- energy above the lowest of the compared OMol25 structures with the same formula, charge and spin (eV) = 5.944
- spin multiplicity = 1
- charge = 0
- HOMO energy (spin up / spin down) (eV) = -8.92 / -8.92

XYZ file:
```
13
Properties=species:S:1:pos:R:3:forces:R:3:lowdin_charge:R:1
C 2.1772 -1.2117 0.4527 -4.56 0.91 -4.22 -0.278
C -1.3176 0.4949 0.1619 0.94 -4.06 0.74 -0.051
C -2.3015 1.4520 0.6395 2.01 2.45 -1.73 -0.095
C 0.4918 -1.1771 -0.6429 -2.07 -1.04 1.98 -0.077
C 2.9790 -1.4634 1.3204 2.59 -1.17 3.26 -0.012
C -0.5746 -0.4991 0.0221 -1.44 2.68 -0.67 0.020
C 1.6685 -0.4649 -0.7738 4.13 -0.06 -0.36 -0.213
H 1.7024 0.5716 -0.5157 -0.31 0.65 -0.52 0.123
H 0.2819 -2.1271 -1.1484 0.45 0.32 0.42 0.143
H -1.7089 1.9717 1.4780 -1.48 -0.17 -1.20 0.119
H -2.4273 2.1151 -0.3246 0.17 -0.43 2.15 0.123
H 2.3319 -0.8293 -1.5667 -0.31 0.70 -0.20 0.132
H -3.3028 1.1670 0.8975 -0.12 -0.77 0.37 0.067
```
Forces are in eV/Å.


no.,E (a.u.),F_max (eV Å⁻¹)
1,-7570.99995,3.2
2,-3582.32198,2.8
3,-270.01768,6.3